# 1
12
Properties=species:S:1:pos:R:3:forces:R:3:lowdin_charge:R:1 method="wB97M-V/def2-TZVPD" energy_ev=-31902.5512 spin_multiplicity=1 charge=-1 e_above_lowest_ev=1.6195 gap_ev="6.4 / 6.5"
S 2.57871 1.38820 -0.41159 1.1 0.7 -1.9 0.264
S 2.17482 1.26769 1.47925 -0.2 -0.1 1.2 -0.029
O -2.48105 -2.27737 1.11987 0.1 0.6 0.7 -0.022
O -1.64341 -0.62849 2.26167 -0.1 0.5 1.6 0.014
N -1.81761 -1.22544 1.22335 -1.8 -2.1 1.5 -0.511
N -1.32159 -0.81083 0.12048 -0.4 -0.3 -4.0 0.049
C 1.37372 0.86399 -1.47447 1.7 0.8 -0.6 -0.567
C -0.31741 -0.00866 0.15328 0.8 -0.1 1.0 -0.188
C 0.25466 0.22458 -1.08897 -2.8 -0.3 -3.0 -0.233
H 0.01920 0.28073 1.13298 0.5 0.4 -0.1 0.004
H -0.48051 -0.12886 -1.92806 1.6 0.5 1.4 0.129
H 1.66047 1.05446 -2.58778 -0.6 -0.5 2.2 0.090

---

# 2
10
Properties=species:S:1:pos:R:3:forces:R:3:mulliken_spin:R:1 method="wB97M-V/def2-TZVPD" energy_ev=-19005.8809 spin_multiplicity=3 charge=+1 e_above_lowest_ev=4.2199 gap_ev="7.3 / 8.3"
S -0.51959 -0.56079 1.03505 1.0 -1.3 -0.2 0.112
O 1.78076 -0.93833 -0.35431 -3.7 -6.1 2.2 0.120
N 1.84120 1.78490 -0.00068 -0.3 2.3 0.6 0.308
N 2.83524 -0.31241 -0.58650 6.7 4.4 -1.6 0.698
C 2.63169 0.99789 -0.27863 -0.2 -2.0 -0.8 -0.100
C -2.04464 -0.14011 0.20871 -0.8 -0.2 -1.2 0.045
C 0.64372 -0.49245 -0.12112 -3.6 2.1 0.2 0.826
H -2.44753 -0.95708 -0.40036 0.7 -0.3 0.1 -0.002
H -1.90733 0.69536 -0.48171 -0.2 0.3 0.6 -0.003
H -2.81353 -0.07697 0.97954 0.4 0.8 0.2 -0.002